Record 1
C5H11ClSi as an isolated structure in a non-equilibrium geometry. Source: the Open Molecules 2025 dataset; level of theory: ωB97M-V/def2-TZVPD.

Structure (XYZ):
```
18
Properties=species:S:1:pos:R:3:forces:R:3:mulliken_charge:R:1
C -1.8998 -1.1349 0.3245 0.5 -0.6 0.6 -0.58
C -1.4067 -0.9177 -1.0836 -1.2 0.3 -0.9 -0.48
C -0.3900 -1.4413 0.7289 -0.5 0.6 -1.8 -0.51
C -0.1726 -0.4673 -0.4757 1.7 2.0 1.6 -0.23
C 2.1587 1.4752 0.4905 3.2 0.4 -2.9 -1.05
Si 0.5705 1.3358 -0.5742 -1.1 -1.9 2.0 0.44
Cl 1.8404 -1.2518 -1.6587 1.3 -0.8 -0.8 -0.03
H -2.1922 -0.1395 0.7190 -0.5 -1.1 0.2 0.27
H -2.5499 -2.0163 0.2747 -0.6 0.5 1.2 0.36
H -1.2603 -1.9069 -1.4785 0.0 -0.7 -0.8 0.19
H -2.0678 -0.3477 -1.7417 0.4 0.2 -0.1 0.34
H 0.0848 -1.2188 1.6545 -0.1 0.4 1.0 0.33
H -0.1486 -2.4992 0.4897 -0.1 0.5 -0.2 0.21
H 3.1965 1.1399 -0.0169 -2.5 0.4 0.8 0.25
H 2.4781 2.4359 0.9012 -0.7 0.4 -0.4 0.37
H 2.0930 0.8906 1.3524 -0.5 -1.4 1.3 0.35
H -0.3532 2.1945 0.2847 0.1 0.0 -0.8 -0.13
H 0.3801 1.4287 -2.0411 0.6 0.8 0.0 -0.12
```
Positions in Å, forces in eV/Å.

Its multiplicity is 3. As for the charge: 0. As for the LUMO energy (alpha / beta): 0.881 / -4.029 eV. The calculation puts the gap between HOMO and LUMO (alpha / beta) at 7.24 / 5.71 eV. The HOMO energy (alpha / beta) comes out at -6.36 / -9.74 eV. As for the expectation value of S²: 2.01.



Record 2
An isolated ion of composition C3H6N and charge +2 in a non-equilibrium geometry. Source: the Open Molecules 2025 dataset; level of theory: ωB97M-V/def2-TZVPD.

Structure (XYZ):
```
10
Properties=species:S:1:pos:R:3:forces:R:3:mulliken_charge:R:1
C -0.3491 0.2727 -0.8440 2.3 -2.1 -1.6 0.34
C -1.5742 -0.2940 -0.4171 0.3 0.6 1.3 -0.31
C 1.0553 -0.3011 1.0713 3.0 -0.8 5.8 -0.15
N 0.7424 0.3895 0.0867 -2.6 1.9 -4.7 0.00
H 0.0127 0.3138 -1.9480 -1.1 0.7 1.8 0.38
H -1.5942 -0.5234 0.6899 -0.7 0.0 -1.3 0.32
H -2.4295 -0.4065 -1.1016 0.3 -0.1 0.3 0.34
H 1.6481 0.1438 1.9806 -0.3 -0.5 -2.2 0.32
H 0.9390 -1.3523 1.2054 -1.5 -0.9 0.0 0.41
H 1.4352 1.0325 -0.2945 0.3 1.3 0.7 0.36
```
Positions in Å, forces in eV/Å.

Its multiplicity is 2. As for the charge: +2. As for the LUMO energy (alpha / beta): -12.760 / -15.355 eV. The calculation puts the gap between HOMO and LUMO (alpha / beta) at 10.50 / 8.90 eV. The HOMO energy (alpha / beta) comes out at -23.26 / -24.26 eV. As for the expectation value of S²: 0.76.



Record 3
CH2N3 as an isolated structure in a non-equilibrium geometry. Source: the Open Molecules 2025 dataset; level of theory: ωB97M-V/def2-TZVPD.

Structure (XYZ):
```
6
Properties=species:S:1:pos:R:3:forces:R:3:mulliken_charge:R:1
C -0.5578 0.2576 0.4075 3.2 -0.2 -6.4 0.19
N 1.0570 -1.2597 1.2927 -0.4 0.3 -0.2 -0.26
N 0.2649 -0.5553 0.8952 0.9 -1.0 1.6 0.45
N -0.1142 0.5802 -1.4583 -4.5 1.5 4.0 -0.16
H -1.3525 0.8761 0.4434 -2.8 1.6 1.4 0.52
H 0.7026 0.1011 -1.5806 3.6 -2.2 -0.3 0.27
```
Positions in Å, forces in eV/Å.

As for the charge: +1. As for the LUMO energy (alpha / beta): -7.489 / -9.006 eV. The calculation puts the gap between HOMO and LUMO (alpha / beta) at 10.06 / 9.32 eV. The HOMO energy (alpha / beta) comes out at -17.55 / -18.32 eV.



> Which formula does entry 2 have?

C3H6N